Record 1
{"formula": "C4H8O2", "method": "ωB97M-V/def2-TZVPD", "species": ["C", "C", "O", "C", "O", "C", "H", "H", "H", "H", "H", "H", "H", "H"], "positions_angstrom": [[1.36115, -0.89016, -0.32159], [0.69512, 0.30540, 0.39080], [1.48885, 1.44179, 0.11793], [-0.71109, 0.57142, -0.14933], [-0.83170, 1.41371, -1.01814], [-1.89782, -0.21250, 0.35190], [0.75507, -1.37141, -1.09819], [1.76093, -1.66096, 0.34732], [2.17660, -0.32782, -0.78267], [0.67793, 0.16285, 1.47768], [1.11940, 1.80646, -0.70709], [-1.92246, -1.20227, -0.11833], [-2.80807, 0.32417, 0.07460], [-1.86393, -0.36068, 1.43510]], "mulliken_charge": [-1.1057, 0.1761, -0.5898, 0.6538, -0.5932, -1.1538, 0.3354, 0.2755, 0.3021, 0.3734, 0.3623, 0.2833, 0.3354, 0.3451], "smiles": "CC(=O)[C@@H](C)O"}

=====

Record 2
{"formula": "C36H66ClN12", "method": "ωB97M-V/def2-TZVPD", "species": ["C", "C", "N", "C", "C", "N", "C", "C", "H", "H", "H", "H", "H", "H", "H", "H", "H", "H", "H", "C", "C", "N", "C", "C", "N", "C", "C", "H", "H", "H", "H", "H", "H", "H", "H", "H", "H", "H", "C", "C", "N", "C", "C", "N", "C", "C", "H", "H", "H", "H", "H", "H", "H", "H", "H", "H", "H", "C", "C", "N", "C", "C", "N", "C", "C", "H", "H", "H", "H", "H", "H", "H", "H", "H", "H", "H", "C", "C", "N", "C", "C", "N", "C", "C", "H", "H", "H", "H", "H", "H", "H", "H", "H", "H", "H", "C", "C", "N", "C", "C", "N", "C", "C", "H", "H", "H", "H", "H", "H", "H", "H", "H", "H", "H", "Cl"], "positions_angstrom": [[2.11244, 0.77160, 15.81854], [0.86679, 0.17860, 15.19297], [-0.32090, 1.02719, 15.37536], [-0.33399, 2.40210, 15.52503], [-1.64286, 2.76079, 15.64011], [-2.39500, 1.64345, 15.56013], [-1.57922, 0.58825, 15.36878], [-3.85703, 1.62095, 15.71215], [2.85955, -0.01322, 15.88486], [1.90213, 1.02769, 16.86601], [2.44886, 1.75059, 15.48054], [0.74118, -0.83927, 15.57693], [0.97739, 0.05654, 14.11234], [0.59791, 2.91612, 15.67044], [-2.01759, 3.75028, 15.84526], [-1.90281, -0.42286, 15.19316], [-4.31743, 2.56402, 15.44535], [-4.03565, 1.39340, 16.76546], [-4.29403, 0.76992, 15.19487], [3.94267, -0.45602, 18.67381], [4.68780, -1.48717, 17.82377], [6.09478, -1.60099, 18.15264], [6.59466, -1.97310, 19.37891], [7.94595, -1.85213, 19.35526], [8.27007, -1.39423, 18.10446], [7.15755, -1.27972, 17.38514], [9.58477, -1.04438, 17.57731], [4.32181, 0.54560, 18.47043], [4.03747, -0.67058, 19.73724], [2.89010, -0.49660, 18.40092], [4.54122, -1.32400, 16.75746], [4.20089, -2.45242, 17.99383], [5.94214, -2.33265, 20.15489], [8.64039, -2.13501, 20.12829], [7.09400, -0.98284, 16.35277], [10.02164, -0.32184, 18.26617], [9.50076, -0.63333, 16.57732], [10.24525, -1.91044, 17.55662], [5.98961, -9.81353, 18.05888], [5.80582, -9.31252, 16.62458], [4.39487, -9.04420, 16.34012], [3.45054, -9.96610, 16.02646], [2.28238, -9.30743, 15.75794], [2.56628, -7.97382, 15.87282], [3.84036, -7.81009, 16.22436], [1.60346, -6.88628, 15.67304], [5.45650, -10.73240, 18.29684], [5.71117, -9.04355, 18.77586], [7.05159, -10.05504, 18.13321], [6.10559, -10.08081, 15.90960], [6.48062, -8.48218, 16.42934], [3.58789, -11.03554, 16.01073], [1.30821, -9.61814, 15.42260], [4.32415, -6.86466, 16.38858], [0.63384, -7.29940, 15.40895], [2.00404, -6.22158, 14.91422], [1.42902, -6.37025, 16.61627], [3.98412, -5.10730, 19.26068], [3.71327, -6.34752, 20.08306], [2.32506, -6.44651, 20.53457], [1.91066, -7.14295, 21.65311], [0.57712, -6.93008, 21.80047], [0.16050, -6.25053, 20.68461], [1.22412, -5.97304, 19.92595], [-1.21039, -5.97514, 20.27171], [5.01722, -5.18910, 18.91171], [3.92917, -4.18401, 19.83215], [3.33242, -5.08247, 18.38696], [4.36183, -6.45972, 20.95352], [3.89737, -7.30064, 19.57681], [2.55117, -7.77639, 22.24480], [-0.18091, -7.36203, 22.43463], [1.16670, -5.42332, 18.99111], [-1.44410, -4.96090, 20.60880], [-1.87286, -6.67428, 20.77222], [-1.31808, -5.94295, 19.19213], [3.49493, -5.83640, 9.37238], [3.42233, -4.31519, 9.43084], [3.81096, -3.80046, 10.75177], [5.10055, -3.53811, 11.14293], [5.05533, -3.10673, 12.42390], [3.75374, -3.13872, 12.83453], [3.01522, -3.59544, 11.80667], [3.21310, -2.64725, 14.11204], [2.98673, -6.37932, 10.16794], [4.51460, -6.22354, 9.29461], [3.08525, -6.20596, 8.42935], [2.40199, -3.99213, 9.23980], [4.12940, -3.88080, 8.72937], [5.91882, -3.78123, 10.48493], [5.81476, -2.68480, 13.05949], [1.93860, -3.61681, 11.76836], [3.60481, -1.65333, 14.32400], [3.59434, -3.26319, 14.92458], [2.13101, -2.66584, 14.07806], [-3.95673, -0.36603, 22.53090], [-3.90587, -1.68465, 21.69467], [-2.63833, -1.70848, 20.94931], [-2.46519, -1.64426, 19.58476], [-1.17403, -1.97951, 19.32085], [-0.53706, -2.16020, 20.52077], [-1.46160, -2.05308, 21.48490], [0.87462, -2.39729, 20.74981], [-4.63331, 0.37474, 22.10288], [-2.97938, 0.05581, 22.72895], [-4.50256, -0.61309, 23.44428], [-4.77000, -1.81775, 21.05358], [-3.85322, -2.50640, 22.40574], [-3.30417, -1.37836, 18.96513], [-0.58850, -2.03636, 18.41095], [-1.33238, -2.10770, 22.55511], [1.39821, -2.48587, 19.79975], [1.05951, -3.27966, 21.36258], [1.28565, -1.56424, 21.32172], [1.43299, -3.35439, 17.03446]], "mulliken_charge": [-1.0259, -0.0443, 0.2115, -0.3034, -0.5126, 0.1225, -0.2373, -0.7641, -0.2036, 0.5309, 0.4761, 0.1420, 0.2836, 0.4456, 0.4466, 0.4935, 0.3111, 0.3488, 0.3192, -1.0870, 0.5848, 0.3911, -0.1815, -0.6957, 0.0791, -0.0665, -0.8110, 0.3736, 0.4742, 0.1078, -0.0385, -0.4940, 0.4514, 0.4546, 0.3831, 0.3732, 0.2960, 0.3525, -0.9152, -0.6319, 0.2592, -0.3297, -0.3598, 0.1050, -0.3717, -0.4657, 0.3716, 0.1939, 0.3853, 0.3756, 0.3514, 0.4555, 0.4839, 0.4942, 0.2902, 0.2454, 0.1149, -0.8397, -0.8660, 0.4082, -0.3519, -0.5298, 0.2391, -0.5909, -0.7821, 0.5961, 0.2642, 0.1591, 0.3530, 0.4439, 0.4815, 0.4465, 0.4672, 0.2448, 0.3607, 0.3242, -1.0425, -0.4893, 0.1338, -0.5327, -0.3888, 0.2972, -0.1147, -0.8295, 0.3149, 0.3403, 0.3814, 0.3118, 0.3227, 0.4433, 0.5246, 0.3971, 0.4391, 0.1861, 0.2462, -1.0230, -0.4849, 0.1338, -0.8756, -0.1363, 0.3898, -0.3100, -0.7908, 0.3316, 0.3435, 0.3407, 0.4288, 0.2993, 0.5446, 0.4127, 0.4658, 0.0318, 0.3403, 0.4418, -0.6931], "total_charge": 5}

=====

| no. | HOMO-LUMO gap (eV) |
| --- | --- |
| 1 | 10.99 |
| 2 | 9.53 |